No. 1
Computed, not measured: a single C5H12N2O molecule in a non-equilibrium geometry, with the ωB97M-V functional and the def2-TZVPD basis.

Last column: natural (NBO) charge in e.
Cartesian coordinates (Å):
C: -1.72026 -0.98497 -2.10651  -0.055
N: -2.00037 -0.14165 -1.22575  -0.399
C: -1.86611 -0.51076 0.17746  -0.243
C: -0.84347 0.44988 0.83393  -0.401
C: 0.55983 0.21046 0.29317  -0.091
N: 0.95061 -1.16894 0.49831  -0.849
C: 1.55409 1.16706 0.89040  -0.070
O: 2.83728 1.04565 0.28580  -0.725
H: -1.34691 -1.99102 -1.87446  0.141
H: -1.82218 -0.77025 -3.16974  0.168
H: -1.56503 -1.54438 0.32289  0.181
H: -2.85040 -0.32668 0.59400  0.205
H: -1.24391 1.45465 0.87119  0.227
H: -0.79673 0.07263 1.85730  0.192
H: 0.54752 0.39846 -0.78801  0.182
H: 0.62026 -1.52881 1.38186  0.354
H: 1.95450 -1.24470 0.41635  0.377
H: 1.17313 2.20290 0.85320  0.159
H: 1.76725 1.04740 1.95798  0.180
H: 2.76324 1.17551 -0.66475  0.464

SMILES string: C=NCC[C@H](N)CO


No. 2
Computed, not measured: a molecular structure, C56H61As2IrNO5S in a non-equilibrium geometry, with the ωB97M-V functional and the def2-TZVPD basis.

Last column: Mulliken charge in e.
Cartesian coordinates (Å):
Ir: 0.23879 -0.67830 0.43235  0.717
C: -1.50255 5.83132 -0.40834  -2.044
C: -1.41884 4.51941 -1.16522  1.254
C: -1.89891 4.68829 -2.59624  -1.743
O: -2.17521 3.54112 -0.46229  -0.410
C: -1.40276 2.34410 -0.27827  -0.174
C: -0.07389 2.63761 -0.95799  -0.358
O: -0.08621 4.05806 -1.17483  -0.341
C: 1.19649 2.21738 -0.21162  1.485
O: 1.34227 0.82258 -0.38710  -0.180
C: 1.25523 2.66459 1.26073  0.315
C: 1.76308 1.80715 2.22735  0.267
C: 1.89400 2.21516 3.55251  -0.982
C: 1.50401 3.48922 3.93268  -0.989
C: 1.03043 4.37062 2.96632  -1.166
C: 0.93410 3.97127 1.64133  -0.200
C: 2.41476 2.88776 -0.91006  0.176
C: 2.39429 3.22658 -2.26419  -0.252
C: 3.52751 3.71416 -2.90268  -1.003
C: 4.71273 3.88394 -2.19747  -0.678
C: 4.74579 3.56053 -0.84836  -0.753
C: 3.61274 3.05914 -0.22010  -0.538
C: -2.15400 1.10761 -0.79910  2.394
O: -1.47883 -0.06523 -0.44836  -0.232
C: -2.33124 1.13913 -2.33129  -0.368
C: -3.40080 1.78476 -2.94586  0.404
C: -3.53894 1.78089 -4.32886  -0.990
C: -2.60206 1.13299 -5.12279  -0.806
C: -1.52917 0.48390 -4.52072  -0.955
C: -1.40348 0.48032 -3.13653  -0.310
C: -3.54380 1.01774 -0.13295  -0.309
C: -3.89858 1.72687 1.00764  -0.290
C: -5.12261 1.50198 1.63481  -0.994
C: -6.00517 0.55456 1.13913  -0.646
C: -5.65668 -0.16813 0.00076  -1.002
C: -4.43958 0.06234 -0.61693  0.044
H: -2.48758 6.27996 -0.55178  0.455
H: -0.73951 6.51856 -0.78107  0.354
H: -1.34773 5.66115 0.65731  0.462
H: -2.96985 4.90323 -2.61497  0.358
H: -1.71375 3.78395 -3.17239  0.248
H: -1.35723 5.51824 -3.05792  0.465
H: -1.23863 2.17421 0.78790  -0.224
H: -0.03139 2.10903 -1.91000  0.469
H: 2.08266 0.81560 1.93155  0.584
H: 2.29537 1.52591 4.28740  0.432
H: 1.57759 3.79659 4.96921  0.380
H: 0.75107 5.38159 3.24157  0.403
H: 0.62679 4.68023 0.88713  0.786
H: 1.48037 3.12561 -2.83596  0.162
H: 3.48145 3.96368 -3.95685  0.438
H: 5.59777 4.26295 -2.69497  0.390
H: 5.65927 3.69209 -0.27933  0.439
H: 3.66212 2.80032 0.83045  0.268
H: -4.13136 2.29984 -2.33353  0.548
H: -4.37844 2.29157 -4.78701  0.429
H: -2.70872 1.12887 -6.20153  0.395
H: -0.78967 -0.02779 -5.12705  0.530
H: -0.58750 -0.05003 -2.65846  0.218
H: -3.22841 2.46776 1.42517  0.285
H: -5.38180 2.07513 2.51762  0.409
H: -6.95107 0.37237 1.63605  0.391
H: -6.33372 -0.91446 -0.39959  0.410
H: -4.16560 -0.51191 -1.49285  0.589
C: -3.25773 -3.28906 -1.06539  -1.547
As: -1.85328 -2.67940 0.16654  0.328
C: -2.94317 -2.10792 1.68565  -0.686
C: -1.42233 -4.44989 0.95012  -0.164
C: -2.40969 -5.24772 1.52965  -0.542
C: -2.07935 -6.38664 2.25473  -0.762
C: -0.74098 -6.70500 2.44960  -0.772
C: 0.24953 -5.93016 1.85865  -0.691
C: -0.07656 -4.83244 1.06180  0.216
As: 1.29433 -3.86623 0.00362  1.618
C: 2.66852 -5.27110 0.00505  -1.477
C: 0.54932 -4.40261 -1.74907  -1.123
H: -4.16780 -3.53066 -0.51333  0.397
H: -2.90279 -4.17219 -1.59298  0.421
H: -3.47423 -2.50405 -1.78901  0.366
H: -3.84405 -2.71371 1.78375  0.643
H: -3.21383 -1.06210 1.55577  -0.425
H: -2.32729 -2.20870 2.57973  0.310
H: -3.45525 -4.97626 1.41931  0.255
H: -2.85872 -7.00664 2.68397  0.386
H: -0.46750 -7.56541 3.05036  0.384
H: 1.28848 -6.18591 2.02904  0.425
H: 2.23722 -6.27152 0.05729  0.496
H: 3.35650 -5.10762 0.83402  0.345
H: 3.23558 -5.16801 -0.92052  0.334
H: 0.24888 -5.45135 -1.73833  0.368
H: 1.30980 -4.24276 -2.51357  0.355
H: -0.31330 -3.78404 -1.99372  0.174
C: -1.55871 0.52504 3.34973  -0.813
C: -0.42561 -0.15532 4.07268  0.339
C: -0.27932 0.02525 5.44679  -0.862
C: 0.77736 -0.53810 6.14198  -0.828
C: 1.71262 -1.30191 5.45027  -0.960
C: 1.59172 -1.52686 4.08771  1.158
C: 2.59931 -2.34994 3.32944  -0.931
C: 0.50531 -0.96139 3.39469  0.006
N: 0.40983 -1.29816 2.04366  1.053
H: -1.56255 1.59586 3.58119  0.612
H: -2.52682 0.11022 3.64359  0.672
H: -1.46810 0.41265 2.27274  -1.013
H: -1.01163 0.63244 5.97261  0.455
H: 0.87512 -0.38708 7.21067  0.372
H: 2.55254 -1.73891 5.97955  0.369
H: 3.28100 -2.86075 4.01270  0.476
H: 3.18924 -1.73457 2.64322  0.112
H: 2.09687 -3.08591 2.70101  -0.240
C: 5.08053 -0.03716 -0.82377  -1.196
S: 3.64014 -1.05366 -0.51709  1.537
O: 4.24217 -2.38351 -0.12756  -0.796
C: 3.21344 -1.25766 -2.27260  -0.352
C: 3.48519 -2.49915 -2.82485  -0.795
C: 3.22690 -2.72310 -4.17467  -0.466
C: 2.69997 -1.70910 -4.96070  -0.809
C: 2.41627 -0.46968 -4.39265  -0.468
C: 2.67213 -0.23728 -3.04891  0.098
H: 5.76147 -0.63557 -1.43092  0.476
H: 5.52396 0.19122 0.14692  0.396
H: 4.79175 0.88164 -1.33390  0.200
H: 3.91081 -3.26479 -2.18715  0.427
H: 3.44100 -3.69282 -4.60964  0.430
H: 2.50676 -1.88165 -6.01335  0.382
H: 1.99136 0.32365 -4.99864  0.564
H: 2.43233 0.70940 -2.59095  0.344

Net charge: -1


No. 3
Computed, not measured: a molecular structure, C35H32ClFN5O2S3Tl, with the ωB97M-V functional and the def2-TZVPD basis.

Last column: Mulliken charge in e.
Cartesian coordinates (Å):
Tl: 0.26648 -0.86939 -0.44036  1.672
C: -0.98363 2.67288 2.15272  -1.000
C: 0.48000 2.43106 1.79796  -0.938
N: 0.82031 1.01008 1.79832  0.579
C: 0.72905 0.36609 3.10624  -0.656
C: -0.63093 -0.23337 3.50954  -1.053
S: -1.56128 -1.10842 2.21765  -0.017
C: -3.12333 -0.18592 2.27522  -0.684
C: -3.08204 1.33123 1.91018  -0.831
N: -1.81889 1.77599 1.40141  0.436
H: -1.21502 3.73781 2.00062  0.438
H: -1.13028 2.47860 3.21715  0.428
H: 1.10554 2.99482 2.50618  0.463
H: 0.68462 2.82046 0.79875  0.306
H: 1.77751 0.91406 1.47364  -0.049
H: 1.00264 1.07222 3.90542  0.291
H: 1.46821 -0.43164 3.13933  0.149
H: -1.29492 0.53133 3.90538  0.380
H: -0.45114 -0.94964 4.31231  0.697
H: -3.53932 -0.32251 3.27454  0.475
H: -3.77300 -0.73492 1.59020  0.343
H: -3.34426 1.90447 2.80365  0.427
H: -3.87845 1.52325 1.18486  0.359
H: -1.77942 1.92493 0.40768  -0.214
S: -5.69466 0.96879 -1.03272  0.012
C: -7.23328 1.46433 -1.58396  -0.468
C: -7.13880 2.37303 -2.59079  -0.561
C: -5.79292 2.67540 -2.92134  -0.538
C: -4.88413 1.99172 -2.16397  0.471
C: -3.41990 2.05927 -2.21636  0.653
C: -2.62885 1.19926 -1.43155  -1.234
N: -1.31791 1.23219 -1.39921  0.341
C: -0.66008 2.11556 -2.16629  0.102
C: -1.34521 3.00238 -3.01392  0.586
C: -0.60181 3.91046 -3.84019  -1.147
C: 0.74486 3.91070 -3.81392  -1.058
C: 1.47442 3.01648 -2.95827  0.682
C: 2.87414 2.98851 -2.93513  -0.743
C: 3.53668 2.11172 -2.10859  0.219
C: 2.74329 1.28364 -1.28316  0.420
N: 1.43085 1.30160 -1.27742  0.510
C: 0.78391 2.13428 -2.11699  -0.880
C: 5.00092 2.02877 -2.07897  0.501
C: 5.89399 2.74094 -2.83445  -0.657
C: 7.24313 2.40963 -2.56306  -0.582
C: 7.35119 1.44848 -1.60436  -0.401
S: 5.82976 0.94237 -1.02690  0.033
C: -2.74482 2.95887 -3.01431  -0.700
H: -8.12221 1.05148 -1.13636  0.426
H: -7.99454 2.80910 -3.08395  0.396
H: -5.51513 3.37039 -3.70046  0.383
H: -3.09775 0.44497 -0.80561  0.854
H: -1.14578 4.58862 -4.48578  0.443
H: 1.30747 4.59073 -4.44182  0.444
H: 3.41965 3.66274 -3.58367  0.373
H: 3.21399 0.57855 -0.60743  -0.378
H: 5.60116 3.47702 -3.56912  0.349
H: 8.08962 2.86193 -3.05792  0.400
H: 8.25018 1.00778 -1.20520  0.418
H: -3.28610 3.64680 -3.65237  0.395
O: 0.45365 -3.57059 1.07868  -0.661
C: 1.52903 -3.06327 1.30504  0.179
N: 1.95569 -1.84640 0.79747  0.177
C: 3.16178 -1.51654 1.34652  -0.150
O: 3.75944 -0.45828 1.21030  -0.774
C: 3.61228 -2.65233 2.21976  0.265
C: 4.73739 -2.80211 3.00121  -0.312
C: 4.82529 -3.95650 3.77679  -0.550
C: 3.80768 -4.90609 3.76699  -0.490
C: 2.67122 -4.73617 2.97843  -0.516
C: 2.60383 -3.59749 2.20558  0.104
H: 5.51623 -2.05082 3.00751  0.512
H: 5.69477 -4.11610 4.40133  0.402
H: 3.89854 -5.78872 4.38687  0.402
H: 1.87201 -5.46553 2.97012  0.515
Cl: -0.81186 -3.63118 -1.86588  -0.182
C: -1.41063 -2.08704 -1.28226  -0.630
H: -2.16705 -2.25181 -0.52141  0.207
H: -1.77742 -1.51229 -2.12452  0.304
F: 1.45825 -1.18109 -2.18691  -0.868


No. 4
Computed, not measured: a single C6H8IN3 molecule in a non-equilibrium geometry, with the ωB97M-V functional and the def2-TZVPD basis.

Last column: natural (NBO) charge in e.
Cartesian coordinates (Å):
C: 1.34947 -0.37076 0.62877  0.205
C: 1.07646 0.88580 0.24422  0.036
C: 3.60283 0.17079 -0.08880  -0.119
C: -0.35938 1.23240 0.31020  -0.425
C: -1.22085 0.07232 -0.23466  -0.411
C: -0.63827 -1.40801 -0.19888  -0.236
N: 1.96710 1.78979 0.15762  -0.290
N: 3.25930 1.40319 0.14295  -0.422
N: 0.59775 -1.42802 0.61418  -0.540
I: 5.65320 -0.23296 -0.00585  0.100
H: -0.64327 1.33922 1.32974  0.225
H: -0.64725 2.17172 -0.31400  0.246
H: -2.26619 0.15740 0.26643  0.218
H: -1.45918 0.19575 -1.31076  0.210
H: -1.21659 -2.26126 0.15442  0.204
H: -0.56080 -1.72174 -1.17264  0.197
H: 3.81841 2.29631 0.54532  0.402
H: 0.81267 -2.22865 1.18122  0.403


No. 5
Computed, not measured: a molecular structure, C4H8O2 in a non-equilibrium geometry, with the ωB97M-V functional and the def2-TZVPD basis.

Last column: natural (NBO) charge in e.
Cartesian coordinates (Å):
C: -0.55193 1.16601 0.42302  -0.623
C: -0.19590 -0.00249 -0.33262  -0.422
C: -1.04625 -1.06374 -0.22594  -0.465
C: 1.22756 -0.29872 0.04706  0.816
H: -0.91949 0.78751 1.42113  0.209
H: -1.16350 1.82969 -0.05421  0.226
H: 0.01377 1.95134 0.82104  0.248
H: -0.22086 0.25840 -1.41074  0.247
H: -2.32558 -1.08395 -0.76572  0.211
H: -1.02337 -1.35273 1.16855  0.187
H: -0.85913 -1.79679 -0.80710  0.184
H: 3.09894 0.38605 -0.45883  0.488
O: 2.28198 0.58074 -0.34165  -0.734
O: 1.68376 -1.36132 0.51599  -0.572


| no. | DFT total energy (eV) | M (g/mol) |
| --- | --- | --- |
| 1 | -10406.246 | 116.2 |
| 2 | -206140.318 | 1202.2 |
| 3 | -100799.385 | 909.7 |
| 4 | -18916.777 | 249.1 |
| 5 | -8367.899 | 88.1 |